The molecule C6H11N, computed with wB97M-V/def2-TZVPD.

```
! RIJCOSX wB97M-V def2-TZVPD def2/J DEFGRID3
* xyz 0 1
C 1.603 2.330 1.615
C 0.681 1.339 1.439
C 0.757 0.199 0.465
N 1.632 0.356 -0.589
C -0.359 -0.582 0.272
C -0.636 -1.295 -1.016
C -2.165 -1.866 -0.900
H 1.576 3.044 2.468
H 2.332 2.524 0.885
H -0.274 1.531 1.915
H 1.533 -0.211 -1.434
H 2.361 1.102 -0.341
H -1.148 -0.056 0.767
H 0.240 -2.023 -1.140
H -0.518 -0.613 -1.780
H -2.339 -2.750 -1.526
H -2.862 -1.087 -1.259
H -2.416 -1.943 0.159
*
```

The calculation puts the highest occupied orbital energy at -7.64 eV. As for the structure (SMILES): C=C/C(N)=C/CC. The orbital gap comes out at 8.61 eV.



The ion C6H11N with charge +1, computed with wB97M-V/def2-TZVPD.

```
! RIJCOSX wB97M-V def2-TZVPD def2/J DEFGRID3
* xyz 1 2
C -2.114 -1.205 -0.682
N -1.805 -0.092 0.219
C -0.538 0.574 0.105
C 0.478 0.219 0.976
C 1.968 0.034 0.574
C 2.758 -1.023 0.565
C -0.393 1.755 -0.788
H -3.127 -1.120 -0.820
H -1.799 -2.099 -0.031
H -1.562 -1.235 -1.579
H -1.985 -0.122 1.212
H 0.188 0.075 1.993
H 2.613 0.854 0.394
H 3.601 -1.076 1.331
H 3.042 -1.589 -0.364
H -0.096 1.541 -1.820
H -1.408 2.067 -1.147
H 0.180 2.445 -0.138
*
```

The calculation puts the highest occupied orbital energy (alpha / beta) at -12.97 / -12.79 eV. The orbital gap (alpha / beta) comes out at 7.63 / 6.28 eV.



The ion C6H11N with charge +1, computed with wB97M-V/def2-TZVPD.

```
! RIJCOSX wB97M-V def2-TZVPD def2/J DEFGRID3
* xyz 1 2
C 0.417 -2.269 -0.110
C -0.184 -1.308 0.967
C -0.658 -0.035 0.414
C 0.118 1.102 0.638
C -0.022 2.208 -0.201
C 0.736 3.359 -0.112
N -0.437 -2.371 -1.285
H 0.522 -3.222 0.401
H 1.405 -1.907 -0.373
H 0.479 -1.193 1.823
H -1.010 -1.921 1.350
H -1.525 -0.104 -0.234
H 0.874 0.994 1.407
H -0.843 2.195 -0.910
H 1.601 3.357 0.541
H 0.308 4.298 -0.446
H -0.585 -1.444 -1.664
H 0.025 -2.935 -1.988
*
```

The calculation puts the highest occupied orbital energy (alpha / beta) at -13.27 / -13.24 eV. The orbital gap (alpha / beta) comes out at 7.92 / 5.53 eV.



The ion C6H11N2 with charge +1, computed with wB97M-V/def2-TZVPD.

```
! RIJCOSX wB97M-V def2-TZVPD def2/J DEFGRID3
* xyz 1 1
C 0.597 1.589 2.970
C 0.408 1.136 1.887
C 0.055 0.956 0.471
C 1.263 0.180 -0.344
N 0.863 -0.875 -0.887
C 1.632 -1.878 -1.553
N -1.154 0.241 0.384
C -2.424 0.533 -0.313
H 0.910 1.658 3.994
H -0.082 1.918 -0.075
H 2.314 0.422 -0.224
H -0.234 -0.778 -0.663
H 1.764 -1.686 -2.642
H 1.110 -2.862 -1.407
H 2.761 -1.832 -1.189
H -1.386 -0.540 0.976
H -3.008 1.060 0.400
H -2.402 1.087 -1.223
H -2.986 -0.328 -0.564
*
```

The calculation puts the highest occupied orbital energy at -13.72 eV. As for the structure (SMILES): C#C[C@@H](/C=[NH+]/C)NC. The orbital gap comes out at 9.61 eV.



The ion C6H11N2 with charge +1, computed with wB97M-V/def2-TZVPD.

```
! RIJCOSX wB97M-V def2-TZVPD def2/J DEFGRID3
* xyz 1 1
N -0.365 -1.249 1.532
C 0.196 -1.147 0.088
C 1.407 -0.100 0.061
C 0.883 1.066 -0.735
C -0.400 1.701 -0.004
C -1.193 0.800 -0.961
C -0.698 -0.618 -0.970
N 0.003 0.400 -1.766
H 0.117 -1.827 2.149
H -1.296 -1.571 1.386
H -0.436 -0.232 1.933
H 0.597 -2.108 0.054
H 2.220 -0.537 -0.463
H 1.960 0.218 0.866
H 1.766 1.590 -1.091
H -0.656 1.475 1.119
H -0.748 2.777 -0.232
H -2.123 0.845 -1.469
H -1.233 -1.482 -1.496
*
```

The calculation puts the highest occupied orbital energy at -13.37 eV. As for the structure (SMILES): [NH3+][C@@H]1C[C@@H]2C[C@@H]3[C@H]1N23. The orbital gap comes out at 9.70 eV.



A structure of composition C6H11N2, computed with wB97M-V/def2-TZVPD.

```
! RIJCOSX wB97M-V def2-TZVPD def2/J DEFGRID3
* xyz 1 1
C 1.191 -0.791 0.218
C 0.811 1.467 0.393
C -0.214 -0.871 -0.147
C -0.048 0.541 -0.680
C -1.289 -1.275 0.889
C -0.545 1.246 -1.920
N 1.465 0.379 -0.407
N 1.961 -1.661 0.868
H 1.269 2.374 0.133
H 0.475 1.321 1.366
H -0.368 -1.533 -1.086
H -1.365 -0.643 1.708
H -1.190 -2.278 1.130
H -2.167 -1.234 0.342
H -0.196 2.364 -1.904
H -1.599 1.176 -1.738
H -0.228 0.748 -2.828
H 1.555 -2.429 1.359
H 3.023 -1.421 1.090
*
```

The calculation puts the highest occupied orbital energy at -14.09 eV. The orbital gap comes out at 9.83 eV.



The ion C6H11N2 with charge +1, computed with wB97M-V/def2-TZVPD.

```
! RIJCOSX wB97M-V def2-TZVPD def2/J DEFGRID3
* xyz 1 3
C -3.638 -0.899 -0.023
C 1.613 0.638 0.102
C 0.451 1.522 -0.362
C 1.344 -0.833 -0.298
C -0.956 1.194 0.232
C 2.047 -1.786 0.274
N -2.491 -0.638 -0.028
N -1.316 -0.256 0.147
H -4.574 -1.371 0.260
H 2.603 0.869 -0.375
H 1.805 0.688 1.195
H 0.530 2.639 -0.117
H 0.299 1.265 -1.427
H -0.512 -0.790 -0.233
H 0.957 -0.821 -1.336
H -1.116 1.539 1.164
H -1.642 1.658 -0.398
H 1.867 -2.915 0.021
H 2.729 -1.704 1.201
*
```

The calculation puts the highest occupied orbital energy (alpha / beta) at -10.86 / -13.85 eV. The orbital gap (alpha / beta) comes out at 7.32 / 5.93 eV.



The ion C6H11N2O with charge +1, computed with wB97M-V/def2-TZVPD.

```
! RIJCOSX wB97M-V def2-TZVPD def2/J DEFGRID3
* xyz 1 3
C 1.563 0.104 1.540
C 0.610 -0.509 0.498
C -0.041 0.356 -0.415
C 0.280 -0.417 2.019
C 0.073 -1.049 -2.336
C -0.792 0.488 2.552
N -0.327 0.117 -1.670
N -0.190 -1.066 -3.597
O -1.025 1.084 -2.404
H 2.474 -0.452 1.698
H 1.702 1.175 1.501
H 0.866 -1.486 0.108
H -0.343 1.329 -0.035
H 0.278 -1.401 2.474
H -0.714 1.500 2.166
H -0.684 0.542 3.633
H -1.784 0.094 2.340
H -1.376 1.787 -1.835
H 0.086 -1.878 -4.131
H -0.657 -0.317 -4.107
*
```

The calculation puts the highest occupied orbital energy (alpha / beta) at -11.01 / -14.19 eV. The orbital gap (alpha / beta) comes out at 7.74 / 7.21 eV.



The ion C6H11N2O2 with charge +1, computed with wB97M-V/def2-TZVPD.

```
! RIJCOSX wB97M-V def2-TZVPD def2/J DEFGRID3
* xyz 1 1
C 3.578 2.086 -0.324
C 3.149 0.832 -0.393
C -0.240 0.022 -0.214
C 0.514 -1.062 0.115
C -0.094 -2.547 0.280
C -2.300 0.919 0.536
N 1.790 -0.881 0.210
N -1.698 -0.199 -0.249
O 2.015 0.448 0.349
O 2.683 -1.669 -0.053
H 4.425 2.337 -1.012
H 3.209 2.841 0.286
H 3.599 0.085 -1.133
H 0.706 -3.204 0.684
H -1.054 -2.543 0.916
H -0.356 -3.086 -0.643
H -3.064 1.492 0.075
H -2.901 0.576 1.350
H -1.559 1.603 0.913
H -2.249 -0.277 -1.103
H -1.816 -1.186 0.185
*
```

The calculation puts the highest occupied orbital energy (alpha / beta) at -12.85 / -12.85 eV. The orbital gap (alpha / beta) comes out at 7.09 / 7.08 eV.



A cluster of 2 separate species, C6H11N2OS in total, computed with wB97M-V/def2-TZVPD.

```
! RIJCOSX wB97M-V def2-TZVPD def2/J DEFGRID3
* xyz 1 1
C -0.756 -2.164 -1.086
C -2.333 -2.526 0.370
C -0.147 -1.573 0.042
C -1.432 2.154 -0.603
C 2.778 0.208 1.267
C 1.094 -0.961 0.113
N -1.949 -2.670 -0.866
N -0.026 2.471 -0.457
O 1.523 -0.454 1.213
S -1.237 -1.723 1.410
H -0.320 -2.216 -2.069
H -3.278 -2.889 0.729
H -1.531 1.226 -1.166
H -1.868 2.023 0.386
H -2.002 2.930 -1.128
H 3.574 -0.414 0.856
H 2.970 0.411 2.319
H 2.727 1.149 0.716
H 1.706 -0.912 -0.788
H 0.406 2.624 -1.363
H 0.103 3.304 0.105
*
```

The calculation puts the highest occupied orbital energy at -12.53 eV. The orbital gap comes out at 6.78 eV.



Result set for electronic energy: -7887.6668, -7876.3859, -7880.6539, -9370.1556, -9370.7235, -9371.0162, -9365.1016, -11414.9562, -13460.1688, -22255.1690 eV, one per record in the order listed.
Result set for energy relative to the best compared isomer or geometry (same formula, charge and spin): 2.865, 5.898, 1.630, 4.579, 4.011, 3.718, 5.056, 2.848, 9.964, 1.427 eV, one per record in the order listed.